55
Properties=species:S:1:pos:R:3:forces:R:3 method="wB97M-V/def2-TZVPD" fmax_ev_per_a=0.8 total_charge=+1 spin_multiplicity=2 relative_energy_kj_mol=12.8 e_lumo_ev="-3.350 / -4.749" total_energy_ha=-3756.546179
Ru 1.544 -0.122 0.209 0.292 0.670 0.202
N 3.406 0.353 -0.710 -0.038 -0.073 -0.015
C 3.811 1.695 -0.314 0.039 0.001 0.003
C 5.070 2.187 -0.482 -0.005 0.008 -0.018
C 5.360 3.517 -0.105 0.011 -0.013 -0.007
C 4.386 4.323 0.406 -0.020 0.008 0.007
C 3.074 3.828 0.597 0.004 -0.014 -0.006
C 2.008 4.593 1.123 -0.003 0.015 0.003
C 0.782 4.018 1.287 0.003 -0.003 -0.004
C 0.610 2.661 0.961 -0.007 0.000 0.059
N 1.579 1.924 0.472 0.006 -0.050 0.050
C 2.804 2.493 0.256 -0.018 0.044 -0.012
H 4.103 -0.326 -0.413 0.028 0.032 -0.009
H 3.352 0.303 -1.726 -0.019 -0.045 0.005
H 5.847 1.566 -0.910 -0.001 -0.002 0.000
H 6.365 3.893 -0.237 -0.001 0.000 -0.002
H 4.604 5.347 0.680 -0.001 0.000 0.002
H 2.179 5.627 1.394 0.001 0.000 0.000
H -0.055 4.573 1.686 -0.002 -0.003 -0.001
H -0.336 2.165 1.130 -0.002 -0.016 0.007
C -6.379 -1.190 -1.617 -0.001 -0.002 -0.002
C -4.941 -0.944 -1.261 0.001 -0.001 -0.004
C -3.917 -1.641 -1.888 -0.003 0.004 -0.004
C -2.582 -1.406 -1.589 0.013 0.062 -0.081
C -1.510 -2.204 -2.285 0.008 -0.028 -0.019
C -2.277 -0.449 -0.616 0.061 0.024 -0.033
C -3.287 0.260 0.045 -0.020 -0.049 0.068
C -2.977 1.304 1.084 0.001 0.001 0.012
C -4.604 0.002 -0.299 0.003 -0.009 0.021
C -0.854 -0.217 -0.281 0.203 0.033 0.051
O -0.365 -0.494 0.866 -0.453 0.207 -0.198
O -0.007 0.236 -1.132 -0.140 -0.431 0.090
H -6.491 -2.091 -2.217 0.000 0.000 0.001
H -6.780 -0.352 -2.190 0.000 0.001 0.000
H -6.991 -1.296 -0.721 0.000 0.002 0.000
H -4.163 -2.385 -2.637 0.002 -0.002 0.004
H -1.910 -2.681 -3.178 -0.012 -0.014 0.012
H -1.130 -2.996 -1.633 0.002 0.014 0.006
H -0.667 -1.581 -2.581 -0.021 -0.014 -0.008
H -2.202 0.968 1.773 -0.005 0.006 -0.001
H -3.864 1.534 1.671 -0.009 0.012 -0.019
H -2.651 2.234 0.608 0.016 0.000 0.009
H -5.393 0.550 0.204 0.001 0.002 -0.001
C -0.219 -4.876 1.131 -0.003 -0.001 -0.009
C 1.100 -4.685 0.372 -0.021 0.002 0.008
C 1.375 -3.269 0.159 0.059 -0.016 -0.090
N 1.551 -2.148 0.020 -0.078 -0.284 -0.023
H -0.354 -5.933 1.349 -0.007 -0.002 -0.012
H -1.065 -4.532 0.539 0.012 0.009 0.006
H -0.209 -4.326 2.070 0.005 -0.013 0.008
H 1.076 -5.169 -0.606 0.003 -0.012 0.004
H 1.943 -5.103 0.924 0.003 0.011 0.001
Se 4.393 0.474 4.015 0.012 -0.004 0.007
C 3.298 0.040 2.734 -0.044 0.026 0.020
N 2.561 -0.250 1.860 0.145 -0.091 -0.088

***

15
Properties=species:S:1:pos:R:3:forces:R:3 method="wB97M-V/def2-TZVPD" fmax_ev_per_a=5.0 relative_energy_kj_mol=352.6 e_lumo_ev=0.605 total_energy_ha=-1024.866649
C 2.377 -0.942 -1.359 2.169 3.696 1.063
S 1.058 -1.221 -0.283 -2.162 -0.911 0.288
N 0.371 0.364 -0.131 -0.261 1.412 -0.755
C -0.876 0.387 0.220 1.134 -1.600 -1.148
C -1.319 -0.964 0.596 -3.474 -2.812 2.315
N -1.801 1.503 0.354 2.861 -1.006 -0.578
S -0.928 3.019 0.081 -0.213 -0.948 2.041
H 2.935 -1.929 -1.558 -0.734 2.002 0.242
H 2.118 -0.203 -2.172 0.083 -1.753 0.066
H 2.849 -0.118 -0.626 0.779 -2.080 -1.920
H -1.789 -1.827 -0.100 1.711 2.433 0.686
H -0.437 -1.423 1.200 -2.134 0.424 -0.613
H -2.236 -0.865 1.262 1.065 -0.108 -0.131
H -2.194 1.355 1.283 -0.285 0.779 -0.182
H -0.126 2.863 1.233 -0.538 0.472 -1.373

***

21
Properties=species:S:1:pos:R:3:forces:R:3 method="wB97M-V/def2-TZVPD" fmax_ev_per_a=3.4 relative_energy_kj_mol=356.1 e_lumo_ev=0.862 total_energy_ha=-420.448273 smiles="C/N=C/N(O)C=C(C)C"
C -3.560 -0.608 0.368 -1.078 -0.111 0.626
N -2.570 0.242 -0.228 1.043 0.681 0.696
C -1.320 0.037 0.042 -1.189 -0.192 -0.834
N -0.377 0.963 -0.309 -2.012 0.198 0.037
O -1.011 2.195 -0.649 0.537 -0.455 0.426
C 0.918 0.992 0.230 -0.369 -1.115 -0.088
C 1.782 -0.031 0.001 -1.142 3.066 0.923
C 3.149 0.390 0.508 0.760 -0.996 -0.566
C 1.487 -1.203 -0.856 -0.791 -1.535 -0.893
H -3.168 -1.509 0.766 0.817 -1.151 0.447
H -4.114 -0.178 1.232 0.607 0.409 -0.510
H -4.370 -0.944 -0.275 0.164 0.363 -0.690
H -0.928 -0.888 0.450 0.108 -0.056 0.362
H -1.973 1.961 -0.475 0.683 0.033 -0.231
H 1.111 1.791 0.968 0.109 -0.188 -0.900
H 3.865 -0.130 -0.126 0.429 -0.267 0.304
H 3.345 1.442 0.274 -0.296 -0.144 0.394
H 3.360 0.181 1.564 -0.034 -0.056 -0.285
H 2.360 -1.440 -1.402 1.378 -0.301 -0.516
H 0.763 -1.055 -1.720 0.293 0.218 1.523
H 1.254 -2.210 -0.361 -0.019 1.600 -0.228